Formula: C16H13Br4FeNO2S2Si
Source: the OMol25 dataset
Level of theory: ωB97M-V with the def2-TZVPD basis set

Computed properties:
orbital gap (spin up / spin down) = 5.17 / 5.88 eV
total energy = -13468.53102 hartree
expectation value of S² = 6.0127

The geometry in ORCA input format:
```
! wB97M-V def2-TZVPD RIJCOSX def2/J DEFGRID3
* xyz -2 5
Fe -0.07 -0.31 -0.45
S 0.33 -0.38 -4.02
C 0.62 1.01 -3.12
N 0.36 1.23 -1.84
C 0.71 2.54 -1.45
C 0.53 3.09 -0.18
C 0.91 4.40 0.04
C 1.46 5.19 -0.98
C 1.64 4.65 -2.24
C 1.26 3.33 -2.47
S 1.34 2.40 -3.93
H 0.14 2.48 0.62
H 0.78 4.82 1.03
H 1.75 6.21 -0.78
H 2.07 5.24 -3.04
Br -4.52 -0.84 4.88
C -3.01 -0.38 3.81
C -1.94 0.28 4.36
Br -1.94 0.79 6.19
C -0.82 0.59 3.56
Br 0.69 1.51 4.23
C -0.77 0.24 2.21
O 0.22 0.48 1.42
C -1.91 -0.43 1.63
O -1.84 -0.69 0.36
C -2.99 -0.73 2.45
Br -4.44 -1.63 1.62
C 2.23 -3.25 -1.89
Si 0.76 -2.58 -0.88
C 0.72 -3.76 0.63
C -0.76 -3.23 -1.90
H 1.99 -4.24 -2.29
H 3.14 -3.34 -1.29
H 2.45 -2.58 -2.73
H 0.52 -4.79 0.30
H -0.08 -3.47 1.32
H 1.66 -3.75 1.18
H -1.12 -4.18 -1.50
H -0.47 -3.37 -2.95
H -1.61 -2.54 -1.91
*
```